[1]
Computed, not measured: a molecular structure, C18H23FN4O at a distorted geometry, with ωB97M-V/def2-TZVPD.

Positions of all 47 atoms, in Å:
N1 0.56 -1.91 -1.15
C1 -0.26 6.71 -1.26
C2 0.32 -3.38 0.84
H1 1.10 1.40 -1.25
H2 -1.05 4.21 0.77
C3 -0.78 5.93 -0.09
N2 -0.99 -0.24 -1.64
H3 -2.78 0.97 -1.69
C4 0.49 1.74 -1.96
H4 -0.07 7.83 -1.26
C5 0.01 4.68 -2.31
H5 -2.39 -1.92 2.47
C6 -1.47 -2.81 2.32
C7 1.13 -3.18 -0.64
H6 -0.91 6.62 1.06
H7 3.22 -4.77 4.11
C8 -0.48 4.67 -0.18
H8 1.67 -5.45 3.99
H9 -2.09 2.57 0.00
C9 -1.91 0.64 -0.95
C10 -0.38 -1.26 -0.74
C11 -0.20 0.51 -2.57
H10 -0.87 0.79 -3.25
H11 0.02 -4.96 2.28
C12 -1.52 1.84 -0.30
H12 1.28 -5.32 0.95
H13 1.09 -1.68 -1.88
N3 -0.57 2.66 -1.46
N4 -0.97 -1.50 0.37
C13 -0.85 -2.63 1.22
H14 3.00 -6.09 2.74
C14 0.99 -4.38 1.76
H15 -2.70 -0.05 -0.23
C15 1.98 -3.90 2.49
H16 0.25 6.51 -3.17
H17 -1.08 1.51 0.45
F1 0.08 4.12 -3.53
H18 -2.17 -3.94 2.25
C16 -0.06 5.91 -2.39
H19 0.59 -0.10 -2.81
O1 2.17 -3.76 -0.98
H20 1.65 -3.12 3.05
H21 -0.86 -2.94 3.13
H22 2.83 -3.56 1.96
C17 2.42 -5.17 3.34
C18 -0.57 3.88 -1.30
H23 1.12 2.30 -2.54

Results
- Kohn-Sham gap (eV) = 8.097
- relative energy (zero: lowest compared OMol25 entry of this formula, charge and spin) (eV) = 16.088
- HOMO level (Ha) = -0.2804
- LUMO energy (eV) = 0.47
- largest force on an atom (eV Å⁻¹) = 17.1

And the Löwdin charges, in e, turn out to be: atom 1 (N): 0.20, atom 2 (C): -0.04, atom 3 (C): -0.01, atom 4 (H): 0.08, atom 5 (H): 0.15, atom 6 (C): -0.12, atom 7 (N): -0.02, atom 8 (H): 0.16, atom 9 (C): -0.05, atom 10 (H): 0.11, atom 11 (C): -0.28, atom 12 (H): 0.18, atom 13 (C): -0.10, atom 14 (C): -0.21, atom 15 (H): 0.19, atom 16 (H): 0.09, atom 17 (C): -0.12, atom 18 (H): 0.01, atom 19 (H): 0.07, atom 20 (C): -0.24, atom 21 (C): -0.39, atom 22 (C): -0.12, atom 23 (H): 0.10, atom 24 (H): 0.17, atom 25 (C): -0.04, atom 26 (H): 0.19, atom 27 (H): 0.10, atom 28 (N): 0.04, atom 29 (N): 0.15, atom 30 (C): -0.39, atom 31 (H): 0.14, atom 32 (C): -0.34, atom 33 (H): 0.19, atom 34 (C): -0.30, atom 35 (H): 0.11, atom 36 (H): 0.04, atom 37 (F): 0.07, atom 38 (H): 0.20, atom 39 (C): -0.09, atom 40 (H): 0.09, atom 41 (O): 0.04, atom 42 (H): 0.09, atom 43 (H): 0.05, atom 44 (H): 0.12, atom 45 (C): -0.09, atom 46 (C): -0.29, atom 47 (H): 0.10

***

[2]
Computed, not measured: 2 unconnected molecules or ions with the total composition C18H23FN6O2 at a distorted geometry, with ωB97M-V/def2-TZVPD.

Positions of all 50 atoms, in Å:
H1 1.50 -1.15 2.32
C1 2.31 1.39 1.36
O1 2.04 2.55 1.65
H2 0.35 1.11 0.66
C2 -2.17 1.60 -1.71
H3 -5.55 -0.96 1.81
H4 -1.53 3.49 -2.53
C3 -3.22 -1.60 -0.34
C4 -0.52 -1.29 1.63
H5 3.71 -0.05 1.17
C5 2.43 -1.21 -0.56
H6 -1.35 -0.62 1.43
O2 3.18 -1.63 0.31
H7 0.93 -0.04 -1.16
N1 1.48 -0.30 -0.36
C6 2.55 -1.75 -1.97
N2 -3.18 1.85 -0.79
C7 -2.93 -0.34 -0.78
C8 4.73 1.70 1.85
H8 -1.56 -2.55 -0.86
H9 1.63 -2.25 -2.25
H10 -2.81 -3.49 -0.12
C9 -0.44 1.84 -3.38
H11 -3.54 2.77 -0.55
N3 3.57 0.92 1.42
H12 5.63 1.33 1.35
H13 -0.46 1.07 3.03
C10 -1.39 2.42 -2.53
N4 -2.54 -2.71 -0.71
C11 -1.04 -0.38 -2.57
C12 -1.98 0.22 -1.73
H14 4.59 2.75 1.60
H15 1.17 0.84 3.71
H16 4.85 1.60 2.93
H17 -0.30 -1.89 0.76
N5 -4.58 0.49 0.68
H18 -0.10 -0.34 4.05
H19 -0.80 -1.96 2.45
H20 3.37 -2.48 -2.00
H21 0.47 0.02 -4.07
C13 -4.79 -0.78 1.06
C14 -0.26 0.45 -3.39
C15 0.70 -0.47 2.04
C16 0.30 0.33 3.29
C17 1.19 0.45 0.89
C18 -3.64 0.68 -0.23
H22 2.77 -0.94 -2.65
F1 0.31 2.63 -4.19
H23 -0.94 -1.46 -2.61
N6 -4.12 -1.84 0.58

Results
- Kohn-Sham gap (eV) = 9.079
- relative energy (zero: lowest compared OMol25 entry of this formula, charge and spin) (eV) = 0.000
- HOMO level (Ha) = -0.3215
- LUMO energy (eV) = 0.33
- largest force on an atom (eV Å⁻¹) = 2.4

And the Löwdin charges, in e, turn out to be: atom 1 (H): 0.13, atom 2 (C): -0.47, atom 3 (O): 0.04, atom 4 (H): 0.15, atom 5 (C): -0.18, atom 6 (H): 0.11, atom 7 (H): 0.12, atom 8 (C): -0.40, atom 9 (C): -0.06, atom 10 (H): 0.09, atom 11 (C): -0.54, atom 12 (H): 0.08, atom 13 (O): 0.03, atom 14 (H): 0.10, atom 15 (N): 0.13, atom 16 (C): 0.01, atom 17 (N): 0.17, atom 18 (C): -0.08, atom 19 (C): -0.05, atom 20 (H): 0.07, atom 21 (H): 0.07, atom 22 (H): 0.11, atom 23 (C): -0.26, atom 24 (H): 0.17, atom 25 (N): 0.04, atom 26 (H): 0.08, atom 27 (H): 0.09, atom 28 (C): 0.07, atom 29 (N): 0.16, atom 30 (C): -0.03, atom 31 (C): -0.11, atom 32 (H): 0.08, atom 33 (H): 0.08, atom 34 (H): 0.08, atom 35 (H): 0.06, atom 36 (N): 0.13, atom 37 (H): 0.08, atom 38 (H): 0.09, atom 39 (H): 0.09, atom 40 (H): 0.11, atom 41 (C): -0.17, atom 42 (C): -0.03, atom 43 (C): -0.36, atom 44 (C): -0.06, atom 45 (C): -0.16, atom 46 (C): -0.28, atom 47 (H): 0.08, atom 48 (F): 0.06, atom 49 (H): 0.11, atom 50 (N): 0.12

***

[3]
Computed, not measured: a single C18H23N3O2 molecule, with ωB97M-V/def2-TZVPD.

Positions of all 46 atoms, in Å:
H1 -2.73 1.58 -3.31
H2 0.47 3.81 4.98
C1 0.12 -0.68 2.57
C2 1.97 -1.15 -3.83
H3 3.41 -1.99 -0.90
H4 5.06 -1.43 -2.97
C3 -2.66 0.52 -3.55
C4 -1.35 -0.02 -3.10
H5 -0.42 -0.13 -4.98
H6 -0.47 -0.67 4.63
C5 -0.88 -0.34 3.68
C6 -1.80 -0.27 -0.67
C7 -1.52 1.69 2.33
H7 0.24 -1.76 2.50
C8 -1.16 1.17 3.73
C9 0.74 -0.77 -3.32
H8 4.47 -3.08 -3.15
H9 1.24 -1.27 0.00
N1 -0.36 -0.27 -3.98
C10 2.93 -1.60 -2.94
H10 -2.23 -0.97 1.29
H11 -0.70 1.63 0.33
C11 0.43 -0.82 -1.95
H12 -1.61 2.77 2.33
H13 4.36 -1.95 -4.51
H14 -1.17 3.62 4.47
H15 -3.46 0.03 -3.01
H16 -2.78 0.39 -4.62
H17 -1.82 -0.87 3.51
H18 -2.01 1.35 4.41
O1 -2.92 0.22 -0.72
C12 1.42 -1.26 -1.07
C13 2.64 -1.65 -1.58
O2 1.12 1.47 4.50
H19 2.17 -1.09 -4.89
H20 1.09 -0.24 2.83
C14 4.28 -2.04 -3.43
C15 0.03 1.93 4.31
N2 -0.24 -0.17 1.26
H21 -2.48 1.27 2.02
N3 -0.26 3.23 4.61
C16 -0.93 -0.35 -1.82
C17 -0.44 1.27 1.32
C18 -1.34 -0.90 0.64
H22 0.52 1.71 1.61
H23 -0.98 -1.92 0.44

Results
- Kohn-Sham gap (eV) = 8.617
- relative energy (zero: lowest compared OMol25 entry of this formula, charge and spin) (eV) = 0.301
- HOMO level (Ha) = -0.2881
- LUMO energy (eV) = 0.78
- largest force on an atom (eV Å⁻¹) = 0.7

And the Löwdin charges, in e, turn out to be: atom 1 (H): 0.10, atom 2 (H): 0.11, atom 3 (C): -0.18, atom 4 (C): 0.01, atom 5 (H): 0.11, atom 6 (H): 0.08, atom 7 (C): -0.01, atom 8 (C): -0.21, atom 9 (H): 0.17, atom 10 (H): 0.12, atom 11 (C): -0.13, atom 12 (C): -0.35, atom 13 (C): -0.12, atom 14 (H): 0.12, atom 15 (C): -0.24, atom 16 (C): -0.19, atom 17 (H): 0.08, atom 18 (H): 0.09, atom 19 (N): 0.14, atom 20 (C): -0.29, atom 21 (H): 0.12, atom 22 (H): 0.12, atom 23 (C): -0.10, atom 24 (H): 0.11, atom 25 (H): 0.07, atom 26 (H): 0.10, atom 27 (H): 0.08, atom 28 (H): 0.08, atom 29 (H): 0.11, atom 30 (H): 0.14, atom 31 (O): 0.06, atom 32 (C): -0.01, atom 33 (C): -0.05, atom 34 (O): 0.06, atom 35 (H): 0.11, atom 36 (H): 0.12, atom 37 (C): -0.06, atom 38 (C): -0.53, atom 39 (N): -0.18, atom 40 (H): 0.12, atom 41 (N): 0.17, atom 42 (C): -0.06, atom 43 (C): -0.16, atom 44 (C): -0.11, atom 45 (H): 0.13, atom 46 (H): 0.13

***

[4]
Computed, not measured: a molecular structure, C18H23N4O2STi at a distorted geometry, with ωB97M-V/def2-TZVPD.

Positions of all 49 atoms, in Å:
N1 -0.07 1.18 4.08
C1 2.05 -0.90 0.61
H1 0.44 1.70 1.87
H2 -1.33 5.15 1.15
Ti1 -0.79 -1.41 0.91
C2 -2.76 -3.57 -0.34
H3 2.46 -4.24 0.06
C3 3.90 -2.69 -0.39
S1 -2.01 -0.44 2.75
C4 1.13 -0.05 1.37
C5 2.69 -3.19 0.07
C6 3.27 -0.41 0.10
C7 0.31 3.28 0.09
H4 0.42 4.28 -3.12
C8 4.19 -1.31 -0.38
H5 -3.09 -2.85 1.56
H6 -3.82 -2.95 -2.08
H7 -1.91 -4.06 -0.82
C9 0.20 4.12 -1.02
C10 1.06 1.46 -1.39
C11 0.92 2.30 -2.47
H8 -0.56 4.94 2.75
N2 0.79 1.17 1.05
H9 5.15 -0.96 -0.72
H10 -0.12 5.15 -0.90
H11 -1.39 -2.06 -2.13
H12 1.43 0.45 -1.52
N3 -2.27 -3.06 0.98
O1 0.55 -2.68 0.97
C12 0.75 1.94 -0.11
H13 4.65 -3.38 -0.76
N4 -1.85 -0.50 -0.81
O2 0.05 3.60 1.35
C13 -0.84 0.47 3.59
C14 -0.40 4.95 1.68
H14 -3.51 -4.33 -0.16
C15 1.79 -2.26 0.55
H15 -1.30 0.21 -1.28
C16 -3.31 -2.47 -1.23
H16 -4.10 -1.92 -0.71
C17 0.50 3.62 -2.27
H17 3.50 0.65 0.14
H18 1.11 -0.18 2.46
H19 -1.79 -3.81 1.47
H20 0.39 5.65 1.41
H21 1.16 1.95 -3.46
H22 -2.68 -0.01 -0.45
H23 -2.67 -0.99 -2.69
C18 -2.29 -1.52 -1.81

Results
- Kohn-Sham gap (spin up / spin down) (eV) = 6.321 / 6.342
- expectation value of S² = 0.756
- HOMO level (spin up / spin down) (Ha) = -0.5418 / -0.5428
- LUMO energy (spin up / spin down) (eV) = -8.42 / -8.43
- largest force on an atom (eV Å⁻¹) = 2.2
- charge = +2
- 2S+1 = 2

And the Löwdin charges, in e, turn out to be: atom 1 (N): 0.12, atom 2 (C): -0.17, atom 3 (H): 0.14, atom 4 (H): 0.11, atom 5 (Ti): 0.88, atom 6 (C): -0.20, atom 7 (H): 0.14, atom 8 (C): 0.00, atom 9 (S): 0.64, atom 10 (C): -0.13, atom 11 (C): 0.03, atom 12 (C): -0.01, atom 13 (C): -0.20, atom 14 (H): 0.13, atom 15 (C): -0.03, atom 16 (H): 0.10, atom 17 (H): 0.14, atom 18 (H): 0.13, atom 19 (C): 0.03, atom 20 (C): -0.03, atom 21 (C): -0.04, atom 22 (H): 0.11, atom 23 (N): 0.16, atom 24 (H): 0.13, atom 25 (H): 0.13, atom 26 (H): 0.13, atom 27 (H): 0.12, atom 28 (N): -0.05, atom 29 (O): -0.19, atom 30 (C): -0.14, atom 31 (H): 0.13, atom 32 (N): -0.04, atom 33 (O): -0.07, atom 34 (C): -0.77, atom 35 (C): 0.02, atom 36 (H): 0.13, atom 37 (C): -0.29, atom 38 (H): 0.09, atom 39 (C): -0.17, atom 40 (H): 0.13, atom 41 (C): -0.01, atom 42 (H): 0.14, atom 43 (H): 0.14, atom 44 (H): 0.12, atom 45 (H): 0.11, atom 46 (H): 0.12, atom 47 (H): 0.11, atom 48 (H): 0.13, atom 49 (C): -0.20

***

Question: Which formula does entry 4 have?
Answer: C18H23N4O2STi

***

Repeat the second record exactly.
Computed, not measured: 2 unconnected molecules or ions with the total composition C18H23FN6O2 at a distorted geometry, with ωB97M-V/def2-TZVPD.

Positions of all 50 atoms, in Å:
H1 1.50 -1.15 2.32
C1 2.31 1.39 1.36
O1 2.04 2.55 1.65
H2 0.35 1.11 0.66
C2 -2.17 1.60 -1.71
H3 -5.55 -0.96 1.81
H4 -1.53 3.49 -2.53
C3 -3.22 -1.60 -0.34
C4 -0.52 -1.29 1.63
H5 3.71 -0.05 1.17
C5 2.43 -1.21 -0.56
H6 -1.35 -0.62 1.43
O2 3.18 -1.63 0.31
H7 0.93 -0.04 -1.16
N1 1.48 -0.30 -0.36
C6 2.55 -1.75 -1.97
N2 -3.18 1.85 -0.79
C7 -2.93 -0.34 -0.78
C8 4.73 1.70 1.85
H8 -1.56 -2.55 -0.86
H9 1.63 -2.25 -2.25
H10 -2.81 -3.49 -0.12
C9 -0.44 1.84 -3.38
H11 -3.54 2.77 -0.55
N3 3.57 0.92 1.42
H12 5.63 1.33 1.35
H13 -0.46 1.07 3.03
C10 -1.39 2.42 -2.53
N4 -2.54 -2.71 -0.71
C11 -1.04 -0.38 -2.57
C12 -1.98 0.22 -1.73
H14 4.59 2.75 1.60
H15 1.17 0.84 3.71
H16 4.85 1.60 2.93
H17 -0.30 -1.89 0.76
N5 -4.58 0.49 0.68
H18 -0.10 -0.34 4.05
H19 -0.80 -1.96 2.45
H20 3.37 -2.48 -2.00
H21 0.47 0.02 -4.07
C13 -4.79 -0.78 1.06
C14 -0.26 0.45 -3.39
C15 0.70 -0.47 2.04
C16 0.30 0.33 3.29
C17 1.19 0.45 0.89
C18 -3.64 0.68 -0.23
H22 2.77 -0.94 -2.65
F1 0.31 2.63 -4.19
H23 -0.94 -1.46 -2.61
N6 -4.12 -1.84 0.58

Results
- Kohn-Sham gap (eV) = 9.079
- relative energy (zero: lowest compared OMol25 entry of this formula, charge and spin) (eV) = 0.000
- HOMO level (Ha) = -0.3215
- LUMO energy (eV) = 0.33
- largest force on an atom (eV Å⁻¹) = 2.4

And the Löwdin charges, in e, turn out to be: atom 1 (H): 0.13, atom 2 (C): -0.47, atom 3 (O): 0.04, atom 4 (H): 0.15, atom 5 (C): -0.18, atom 6 (H): 0.11, atom 7 (H): 0.12, atom 8 (C): -0.40, atom 9 (C): -0.06, atom 10 (H): 0.09, atom 11 (C): -0.54, atom 12 (H): 0.08, atom 13 (O): 0.03, atom 14 (H): 0.10, atom 15 (N): 0.13, atom 16 (C): 0.01, atom 17 (N): 0.17, atom 18 (C): -0.08, atom 19 (C): -0.05, atom 20 (H): 0.07, atom 21 (H): 0.07, atom 22 (H): 0.11, atom 23 (C): -0.26, atom 24 (H): 0.17, atom 25 (N): 0.04, atom 26 (H): 0.08, atom 27 (H): 0.09, atom 28 (C): 0.07, atom 29 (N): 0.16, atom 30 (C): -0.03, atom 31 (C): -0.11, atom 32 (H): 0.08, atom 33 (H): 0.08, atom 34 (H): 0.08, atom 35 (H): 0.06, atom 36 (N): 0.13, atom 37 (H): 0.08, atom 38 (H): 0.09, atom 39 (H): 0.09, atom 40 (H): 0.11, atom 41 (C): -0.17, atom 42 (C): -0.03, atom 43 (C): -0.36, atom 44 (C): -0.06, atom 45 (C): -0.16, atom 46 (C): -0.28, atom 47 (H): 0.08, atom 48 (F): 0.06, atom 49 (H): 0.11, atom 50 (N): 0.12